1.
{"formula": "C39H31F3N7S2SeSm", "method": "the ωB97M-V functional and the def2-TZVPD basis", "s_squared": 8.76, "multiplicity": 6, "orbital_gap_ha": [0.173, 0.173], "e_homo_ev": [-5.4, -5.4], "species": ["Sm", "C", "C", "C", "C", "C", "N", "C", "C", "C", "C", "C", "C", "C", "N", "C", "C", "C", "N", "C", "C", "N", "C", "C", "C", "N", "H", "H", "H", "H", "H", "H", "H", "H", "H", "H", "H", "H", "H", "H", "H", "H", "H", "H", "F", "C", "F", "F", "C", "C", "C", "C", "N", "C", "S", "H", "H", "H", "Se", "C", "C", "C", "C", "C", "C", "H", "H", "H", "H", "H", "S", "C", "N", "C", "C", "C", "C", "C", "C", "H", "H", "H", "H", "H"], "positions_angstrom": [[-15.91601, -0.78884, 19.34361], [-9.93414, 2.19707, 22.36996], [-11.05289, 1.26879, 21.92560], [-10.74961, 0.06011, 21.32437], [-11.76122, -0.75655, 20.82743], [-13.13540, -0.38330, 20.97235], [-14.12262, -1.35988, 20.69535], [-14.20499, -2.43831, 21.53178], [-13.92024, -2.32916, 22.93819], [-13.25935, -3.35158, 23.54609], [-13.28783, -4.67093, 22.98777], [-12.38281, -5.73478, 23.50325], [-14.14947, -4.90918, 21.92579], [-14.56999, -3.83216, 21.07288], [-15.36048, -4.09631, 19.98122], [-15.75226, -5.36889, 19.55850], [-16.33212, -5.22700, 18.30953], [-16.44611, -3.86061, 18.05228], [-15.85399, -3.16904, 19.03615], [-13.43710, 0.90150, 21.50339], [-12.39284, 1.70904, 21.98564], [-14.77021, 1.29418, 21.70729], [-15.15563, 2.30784, 22.53600], [-16.53426, 2.42290, 22.56103], [-16.96260, 1.37468, 21.74341], [-15.91278, 0.66476, 21.22695], [-10.24592, 2.74630, 23.27996], [-9.82487, 3.00161, 21.57542], [-8.96896, 1.71547, 22.50534], [-9.69869, -0.20927, 21.11753], [-11.48533, -1.73302, 20.51686], [-14.11463, -1.39168, 23.44580], [-12.70680, -3.19916, 24.48756], [-12.73848, -6.25515, 24.44662], [-11.38661, -5.30816, 23.70618], [-12.29229, -6.53164, 22.75679], [-14.34591, -5.92398, 21.55873], [-15.44854, -6.22723, 20.08962], [-16.56614, -5.97739, 17.56594], [-16.85762, -3.44493, 17.13902], [-12.57489, 2.52750, 22.64367], [-14.44772, 2.91843, 23.18219], [-17.18927, 3.12239, 23.04831], [-17.96589, 1.01165, 21.57337], [-14.34681, 4.70031, 15.72989], [-15.08068, 3.71086, 16.33795], [-15.45008, 4.21864, 17.59760], [-16.21512, 3.56446, 15.54257], [-14.30552, 2.45603, 16.55713], [-12.97607, 2.21119, 16.14708], [-12.37602, 1.04126, 16.65731], [-13.08488, 0.11876, 17.40500], [-14.39323, 0.24998, 17.76871], [-15.02197, 1.39977, 17.37166], [-16.69618, 1.68320, 17.86048], [-12.37601, 2.84062, 15.49920], [-11.32089, 0.84913, 16.44390], [-12.56324, -0.77920, 17.78806], [-13.96428, -2.70090, 15.87698], [-14.65273, -4.16561, 14.95889], [-15.45883, -4.05562, 13.85398], [-15.77380, -5.22697, 13.16843], [-15.41965, -6.44698, 13.72297], [-14.76874, -6.51451, 14.97709], [-14.27193, -5.34509, 15.57089], [-15.66229, -3.08082, 13.51715], [-16.27857, -5.21583, 12.18617], [-15.71697, -7.36071, 13.17719], [-14.63733, -7.44291, 15.49975], [-13.61522, -5.35722, 16.46207], [-20.89983, -1.69067, 19.63270], [-19.21535, -1.51505, 20.05552], [-18.42709, -1.06494, 19.09603], [-19.11506, -0.85476, 17.90309], [-18.66246, -0.38227, 16.67068], [-19.56241, 0.07977, 15.73267], [-20.94604, -0.22087, 15.82526], [-21.40340, -0.91762, 16.96489], [-20.51078, -1.17097, 18.01113], [-18.88132, -1.90838, 20.99860], [-17.61076, -0.26822, 16.48621], [-19.14970, 0.58869, 14.88513], [-21.59170, 0.11566, 15.00805], [-22.45781, -1.20405, 16.99689]], "forces_ev_per_angstrom": [[0.633, 0.316, -1.436], [-0.929, 1.376, -0.613], [-0.156, 0.793, -0.225], [0.044, -0.237, -1.054], [-0.890, 1.405, 1.332], [0.765, -0.457, 0.541], [-0.745, 0.487, -0.631], [-0.788, -2.359, -0.084], [0.257, 0.319, -1.627], [0.199, -2.061, 0.517], [-0.344, 1.257, 0.414], [-0.093, -1.095, 1.091], [0.139, 1.088, -1.550], [1.359, 2.379, 3.632], [-2.452, -1.375, -3.406], [0.701, 2.350, -1.245], [-0.243, -0.428, 0.170], [1.062, -0.550, 0.911], [0.246, -0.805, 1.270], [1.448, -1.263, -0.423], [0.776, -1.575, 0.129], [-2.359, 0.881, 1.258], [0.743, 1.144, 1.017], [0.245, -0.979, -0.694], [1.390, -0.981, -0.353], [-0.201, 1.902, 1.323], [0.390, -0.357, -0.276], [0.083, -0.909, 0.851], [-0.135, -0.109, 0.080], [-0.622, 0.041, 0.470], [-0.214, -0.729, -0.611], [0.541, 0.246, -0.263], [-0.487, -0.068, -0.393], [0.325, 0.743, -0.871], [-0.343, -0.294, -0.070], [0.199, 0.159, 0.127], [0.370, 0.410, 0.476], [0.081, -0.647, 0.274], [-0.199, -0.129, 0.461], [0.209, 0.422, 0.362], [-0.248, 0.814, -0.198], [-0.929, -1.076, -1.391], [0.303, 0.076, 0.234], [0.033, 0.199, -0.286], [-0.570, -1.025, 0.622], [-0.635, 1.339, 0.021], [0.318, -0.198, -2.245], [1.554, 0.294, 1.402], [0.074, -2.454, 0.788], [-1.568, -0.552, 1.194], [0.064, -0.144, -0.230], [0.214, -0.293, 0.489], [0.547, 1.905, -0.988], [0.682, 1.534, -0.751], [1.253, -1.140, 0.528], [-0.389, 0.316, 0.168], [-0.486, -0.071, 0.022], [-0.524, 0.518, -0.349], [0.112, 2.000, 0.496], [0.910, 1.022, 1.728], [0.374, -1.572, -0.470], [-0.181, 0.141, -0.415], [-0.361, -0.898, 0.347], [0.226, 0.684, -0.350], [-0.812, -2.159, -0.828], [-0.466, 0.965, -0.587], [0.212, 0.103, 0.657], [0.245, 0.451, 0.552], [0.211, -0.567, -0.175], [-0.692, 0.045, -0.674], [1.097, 0.056, -0.355], [-0.423, 0.119, -1.772], [-0.405, -0.895, 0.820], [-2.177, -0.596, 0.236], [0.293, 0.410, 0.297], [-0.695, -1.074, 0.182], [0.888, -0.109, 0.970], [-0.306, 0.666, -1.163], [0.509, 0.624, -0.061], [0.270, 0.295, 0.306], [0.145, 0.108, -0.010], [-0.054, 0.112, -0.431], [0.000, -0.375, 0.512], [0.383, 0.092, 0.285]]}


2.
{"formula": "C45H38N2O5P2RbS", "method": "the ωB97M-V functional and the def2-TZVPD basis", "multiplicity": 1, "orbital_gap_ha": 0.271, "e_homo_ev": -5.2, "charge": -1, "species": ["Rb", "O", "S", "C", "C", "C", "C", "C", "C", "P", "C", "C", "C", "C", "C", "C", "C", "C", "C", "C", "C", "C", "C", "C", "C", "C", "C", "C", "P", "C", "C", "C", "C", "C", "C", "C", "C", "C", "C", "C", "C", "H", "H", "H", "H", "H", "H", "H", "H", "H", "H", "H", "H", "H", "H", "H", "H", "H", "H", "H", "H", "H", "H", "H", "H", "H", "H", "H", "H", "N", "C", "C", "C", "O", "O", "H", "H", "H", "H", "H", "H", "O", "C", "O", "C", "C", "C", "C", "C", "N", "H", "H", "H", "H"], "positions_angstrom": [[0.97465, 0.33637, -0.88715], [0.26258, 2.56520, 2.81615], [-0.28998, 1.53341, 1.85279], [-2.07331, 1.59891, 1.98464], [-2.55235, 2.09623, 3.19220], [-3.91716, 2.10546, 3.41458], [-4.78225, 1.61371, 2.43816], [-4.28358, 1.15319, 1.23063], [-2.91007, 1.15925, 0.95761], [-2.18995, 0.70466, -0.70678], [-2.88961, 2.05115, -1.76685], [-2.39810, 2.09124, -3.07603], [-2.79252, 3.07731, -3.96612], [-3.67390, 4.07176, -3.55485], [-4.15249, 4.06462, -2.25326], [-3.76387, 3.05906, -1.37001], [-3.33197, -0.71226, -1.10483], [-3.96641, -0.85079, -2.33316], [-4.75988, -1.96333, -2.61450], [-4.94334, -2.95183, -1.65986], [-4.31678, -2.82312, -0.42262], [-3.51513, -1.72377, -0.15296], [0.00633, -0.06063, 2.67348], [-0.99275, -0.82907, 3.25622], [-0.65354, -1.99518, 3.92025], [0.67617, -2.38816, 4.01951], [1.66690, -1.61225, 3.44161], [1.34942, -0.45082, 2.74763], [2.63913, 0.59153, 1.92000], [3.74369, -0.64398, 1.13466], [5.04353, -0.23412, 0.80814], [5.87965, -1.05185, 0.06229], [5.42318, -2.29038, -0.38714], [4.13255, -2.69387, -0.08471], [3.29012, -1.87823, 0.67250], [3.63519, 1.19226, 3.34263], [4.62047, 0.43482, 3.97649], [5.31378, 0.94107, 5.06922], [5.02280, 2.21574, 5.54565], [4.04196, 2.97556, 4.92167], [3.35308, 2.46989, 3.82324], [-1.84281, 2.45457, 3.92742], [-4.31032, 2.48380, 4.35092], [-5.85183, 1.60679, 2.61281], [-4.96822, 0.79525, 0.46940], [-1.66205, 1.35915, -3.38987], [-2.37423, 3.09460, -4.96449], [-3.96261, 4.86185, -4.23776], [-4.82025, 4.84761, -1.91283], [-4.14044, 3.08878, -0.35480], [-3.84951, -0.08129, -3.08853], [-5.23521, -2.04377, -3.58488], [-5.56084, -3.81617, -1.87436], [-4.43747, -3.58821, 0.33533], [-3.01165, -1.65610, 0.80550], [-2.03068, -0.53411, 3.18124], [-1.43670, -2.60312, 4.35793], [0.93699, -3.30382, 4.53583], [2.70241, -1.92679, 3.50610], [5.40747, 0.73397, 1.13536], [6.88460, -0.72080, -0.17263], [6.07267, -2.93053, -0.97317], [3.74869, -3.64434, -0.43771], [2.27810, -2.22902, 0.86809], [4.85990, -0.55690, 3.60811], [6.07844, 0.34071, 5.54789], [5.55979, 2.61389, 6.39871], [3.80732, 3.96905, 5.28486], [2.57364, 3.05396, 3.34588], [3.41407, 0.19499, -2.53035], [3.13589, 1.34713, -3.43370], [1.62530, 1.46575, -3.76815], [0.98345, 2.66329, -3.03512], [1.16693, 3.76961, -3.56869], [0.36262, 2.40357, -1.95273], [4.36855, 0.22008, -2.19152], [3.30959, -0.67605, -3.03884], [3.72394, 1.29054, -4.34899], [3.45275, 2.25766, -2.92657], [1.12179, 0.51983, -3.52744], [1.49002, 1.66133, -4.83089], [0.47305, -3.45416, 0.22715], [-0.15159, -2.51298, -0.30172], [-0.44057, -1.39044, 0.17906], [-0.60025, -2.75814, -1.74536], [-1.12083, -4.00143, -2.09637], [-1.53066, -4.21255, -3.39606], [-1.36585, -3.19741, -4.33064], [-0.81447, -2.00528, -3.90799], [-0.45676, -1.76641, -2.64094], [-1.19045, -4.76504, -1.33405], [-1.96853, -5.16046, -3.68806], [-1.66255, -3.32187, -5.36403], [-0.66695, -1.18934, -4.60946]], "forces_ev_per_angstrom": [[1.356, -0.526, 0.086], [-0.516, -0.627, -0.502], [0.629, 0.546, 0.449], [-0.004, 0.024, 0.225], [-0.264, -0.101, -0.145], [-0.105, 0.006, 0.008], [0.095, 0.027, 0.057], [0.052, 0.006, -0.109], [0.119, 0.057, -0.015], [-0.886, 0.108, -0.026], [-0.074, -0.023, -0.021], [0.032, -0.041, -0.008], [-0.057, 0.037, 0.111], [0.038, -0.066, 0.034], [0.098, -0.149, 0.003], [-0.064, 0.068, 0.048], [-0.003, 0.136, 0.278], [-0.054, -0.023, -0.163], [0.102, 0.101, 0.100], [0.092, 0.078, 0.061], [0.042, 0.065, -0.070], [0.051, 0.003, -0.034], [0.071, 0.101, 0.162], [0.128, 0.083, -0.069], [0.081, -0.097, 0.036], [-0.125, 0.055, -0.022], [-0.009, -0.075, -0.019], [0.046, 0.250, -0.024], [-0.008, 0.021, 0.177], [0.037, 0.053, 0.086], [0.022, -0.127, -0.086], [-0.130, -0.053, 0.038], [0.021, 0.085, 0.033], [-0.141, 0.090, 0.066], [0.037, -0.089, -0.097], [-0.021, -0.138, 0.104], [0.069, -0.017, 0.069], [-0.098, 0.083, -0.073], [-0.043, -0.054, -0.083], [-0.018, -0.063, -0.069], [0.017, 0.048, 0.055], [0.004, -0.003, -0.019], [-0.007, -0.009, -0.026], [0.026, -0.002, 0.007], [0.036, 0.004, 0.015], [-0.009, -0.007, 0.043], [-0.010, 0.005, 0.009], [0.008, -0.018, 0.006], [0.012, -0.023, -0.004], [0.023, -0.011, -0.033], [-0.014, -0.038, 0.030], [-0.001, -0.008, 0.009], [0.009, 0.020, 0.003], [-0.013, -0.006, -0.024], [0.002, 0.011, -0.062], [0.022, -0.009, -0.001], [0.040, -0.001, -0.006], [-0.006, 0.021, -0.012], [-0.025, 0.001, 0.001], [-0.041, -0.008, 0.023], [-0.016, -0.013, 0.000], [-0.015, 0.025, 0.013], [0.030, 0.031, 0.013], [0.084, 0.044, 0.019], [-0.020, 0.035, 0.006], [-0.017, 0.010, -0.008], [-0.010, -0.011, -0.022], [0.015, -0.026, 0.003], [0.028, -0.033, 0.016], [-0.068, 0.386, -0.348], [-0.197, -0.298, 0.228], [0.275, -0.139, -0.048], [-0.426, 0.276, 0.550], [-0.015, -0.156, 0.091], [0.062, 1.400, -1.352], [0.005, 0.017, 0.009], [-0.015, -0.010, -0.017], [0.066, -0.058, -0.199], [0.007, 0.016, 0.079], [0.066, 0.084, -0.130], [0.091, -0.085, -0.075], [-0.153, 0.198, -0.057], [-0.003, -0.294, 0.097], [-0.434, -1.132, 0.471], [0.013, 0.204, -0.401], [0.003, 0.057, 0.042], [-0.049, -0.077, -0.109], [-0.057, -0.106, -0.032], [0.049, 0.148, 0.351], [-0.006, -0.281, 0.173], [0.003, -0.003, -0.019], [0.010, 0.013, 0.004], [-0.003, -0.022, 0.012], [0.031, 0.020, 0.029]]}


One value per record, in order, for relative energy (zero: lowest compared OMol25 entry of this formula, charge and spin): 179.85 33.62 kJ/mol.
One value per record, in order, for energy: -6043.37868 -3328.41358 hartree.